[1]
Computed, not measured: C4H5NO3 in the gas phase, with ωB97M-V with the def2-TZVPD basis set.

Each line ends with the Löwdin charge.
Positions of all 13 atoms, in Å:
C (-0.662, 1.464, -0.771)  0.0036
C (1.180, -0.907, 1.013)  -0.2190
C (0.401, -0.915, -0.267)  -0.1970
C (-0.809, 0.221, 0.056)  -0.4307
O (0.105, 0.050, 1.794)  -0.0400
N (0.613, -1.581, -1.320)  0.1910
O (2.343, -0.799, 1.198)  0.1999
O (-1.871, -0.282, 0.394)  0.0337
H (-0.737, -0.351, 2.090)  0.1012
H (1.349, -2.287, -1.191)  0.0817
H (0.254, 1.505, -1.362)  0.0861
H (-1.479, 1.525, -1.491)  0.0969
H (-0.688, 2.356, -0.142)  0.0925

For the lowest unoccupied orbital energy, the calculation gives -1.0 eV. As for the SMILES: [H]/N=C(/C(C)=O)C(=O)O. The value obtained for the total energy is -11858.3490 eV. Its orbital gap is 8.58 eV. The value obtained for the relative energy (zero: lowest compared OMol25 entry of this formula, charge and spin) is 352.4 kJ/mol. The value obtained for the highest occupied orbital energy is -9.57 eV.

[2]
Computed, not measured: 2 unconnected molecules or ions with the total composition C4H5NO4S, with ωB97M-V with the def2-TZVPD basis set.

Each line ends with the Löwdin charge.
Positions of all 15 atoms, in Å:
C (3.971, -0.117, -0.542)  -0.0502
C (3.011, -0.686, 0.254)  -0.2878
C (-3.472, -1.046, -0.471)  -0.9192
C (1.842, 0.032, 0.412)  0.0218
N (-2.789, 0.198, -0.254)  -0.1979
O (-4.044, -0.960, -1.583)  -0.1302
O (-3.296, -1.979, 0.301)  -0.0987
O (-2.628, 2.597, -0.008)  -0.5706
O (-4.085, 1.396, 1.629)  -0.5171
S (-2.931, 1.332, 0.748)  0.4498
H (4.767, -0.647, -0.992)  0.0140
H (3.862, 0.885, -0.922)  0.0420
H (3.187, -1.654, 0.864)  0.1169
H (0.909, -0.272, 0.818)  0.0480
H (1.695, 0.919, -0.253)  0.0794

For the lowest unoccupied orbital energy (alpha / beta), the calculation gives 5.0 / 4.3 eV. The charge is -2. The value obtained for the total energy is -24739.8719 eV. Its orbital gap (alpha / beta) is 4.68 / 2.89 eV. The value obtained for the relative energy (zero: lowest compared OMol25 entry of this formula, charge and spin) is 0.0 kJ/mol. The value obtained for the highest occupied orbital energy (alpha / beta) is 0.28 / 1.38 eV.

[3]
Computed, not measured: C4H5NOS in the gas phase, with ωB97M-V with the def2-TZVPD basis set.

Each line ends with the Löwdin charge.
Positions of all 12 atoms, in Å:
C (0.966, 1.114, 0.978)  -0.0832
C (-0.267, 0.567, 0.534)  -0.0497
C (1.933, 0.554, 0.223)  -0.1324
C (0.096, -0.218, -0.580)  -0.3558
N (-0.771, -0.802, -1.656)  -0.3859
O (1.423, -0.298, -0.692)  0.0621
S (-2.434, -1.205, -1.329)  0.6971
H (1.101, 1.769, 1.832)  0.1089
H (-1.314, 0.823, 0.858)  0.1146
H (2.914, 0.744, 0.234)  0.0808
H (-0.402, -1.682, -2.148)  0.0891
H (-2.238, -1.551, -0.042)  -0.1456

For the lowest unoccupied orbital energy, the calculation gives 0.7 eV. As for the SMILES: SNc1ccco1. The value obtained for the total energy is -18599.8045 eV. Its orbital gap is 8.76 eV. The value obtained for the relative energy (zero: lowest compared OMol25 entry of this formula, charge and spin) is 204.0 kJ/mol. The value obtained for the highest occupied orbital energy is -8.03 eV.

[4]
Computed, not measured: C4H5NOS in the gas phase, with ωB97M-V with the def2-TZVPD basis set.

Each line ends with the Löwdin charge.
Positions of all 12 atoms, in Å:
C (0.378, 1.568, -0.002)  -0.1577
C (1.010, 0.266, 0.071)  -0.1498
C (-0.969, 1.534, -0.311)  -0.2975
C (0.204, -0.786, -0.085)  -0.3787
N (0.481, -2.087, -0.378)  0.0786
O (-2.477, -0.331, 0.764)  -0.5372
S (-1.630, -0.099, -0.414)  0.9316
H (1.048, 2.363, 0.423)  0.1208
H (2.085, 0.202, 0.289)  0.1118
H (-1.526, 2.536, -0.235)  0.1063
H (1.400, -2.292, -0.186)  0.0587
H (-0.004, -2.873, 0.064)  0.1131

For the lowest unoccupied orbital energy, the calculation gives 0.0 eV. The value obtained for the total energy is -18598.9839 eV. Its orbital gap is 8.51 eV. The value obtained for the relative energy (zero: lowest compared OMol25 entry of this formula, charge and spin) is 283.2 kJ/mol. The value obtained for the highest occupied orbital energy is -8.47 eV.

[5]
Computed, not measured: C4H5NOS in the gas phase, with ωB97M-V with the def2-TZVPD basis set.

Each line ends with the Löwdin charge.
Positions of all 12 atoms, in Å:
C (-0.960, 0.575, -0.518)  -0.5406
C (0.389, -0.678, 0.906)  -0.5832
C (-0.432, -1.966, 0.872)  -0.0235
C (-0.706, -0.878, -0.140)  -0.1708
H (0.321, 2.079, -0.803)  0.0950
H (0.122, -0.133, 1.823)  0.1022
H (-0.001, -2.788, 0.422)  0.0745
H (-0.999, -2.199, 1.809)  0.1276
H (-0.329, -1.218, -1.071)  0.1261
N (0.249, 1.118, -0.624)  -0.2089
O (-1.985, 1.143, -0.881)  0.0543
S (1.580, 0.311, 0.157)  0.9474

For the lowest unoccupied orbital energy, the calculation gives 0.6 eV. As for the SMILES: O=C1NS[C@@H]2C[C@@H]12. The value obtained for the total energy is -18598.2926 eV. Its orbital gap is 9.30 eV. The value obtained for the relative energy (zero: lowest compared OMol25 entry of this formula, charge and spin) is 349.9 kJ/mol. The value obtained for the highest occupied orbital energy is -8.70 eV.

[6]
Computed, not measured: C4H5NOS in the gas phase, with ωB97M-V with the def2-TZVPD basis set.

Each line ends with the Löwdin charge.
Positions of all 12 atoms, in Å:
C (0.061, -0.535, -1.509)  0.0619
C (0.118, -1.448, -0.555)  -0.3017
C (-0.231, 1.862, -0.559)  -0.3054
C (0.421, -1.082, 0.873)  -0.4593
N (-0.492, 1.673, 0.746)  -0.3301
O (-0.180, 2.735, -1.353)  0.1091
S (-0.699, 0.218, 1.595)  0.8917
H (-0.207, -0.753, -2.476)  -0.0043
H (0.064, -2.557, -0.810)  0.1113
H (0.096, -1.726, 1.593)  -0.0029
H (1.534, -0.800, 0.973)  0.1165
H (-0.484, 2.413, 1.481)  0.1131

For the lowest unoccupied orbital energy (alpha / beta), the calculation gives -0.2 / -0.2 eV. The value obtained for the total energy is -18596.7993 eV. Its orbital gap (alpha / beta) is 8.09 / 8.11 eV. The value obtained for the relative energy (zero: lowest compared OMol25 entry of this formula, charge and spin) is 494.0 kJ/mol. The value obtained for the highest occupied orbital energy (alpha / beta) is -8.28 / -8.30 eV.

[7]
Computed, not measured: C4H5NOS in the gas phase, with ωB97M-V with the def2-TZVPD basis set.

Each line ends with the Löwdin charge.
Positions of all 12 atoms, in Å:
C (1.318, -0.685, 0.867)  -0.4877
C (0.864, -0.272, -0.593)  -0.1606
C (-0.863, 1.261, 0.192)  -0.0386
C (0.346, -1.531, 1.548)  -0.6469
N (-0.235, 0.658, -0.730)  -0.0291
O (2.263, -0.225, 1.463)  0.0981
S (0.615, -2.924, 2.254)  0.7886
H (1.709, 0.310, -1.202)  0.1695
H (0.639, -1.223, -1.050)  0.1057
H (-1.583, 1.956, -0.132)  0.0532
H (-0.826, 1.123, 1.270)  0.0783
H (-0.626, -1.025, 1.337)  0.0696

For the lowest unoccupied orbital energy, the calculation gives -1.1 eV. As for the SMILES: C=NCC(=O)C=S. The value obtained for the total energy is -18599.0432 eV. Its orbital gap is 8.00 eV. The value obtained for the relative energy (zero: lowest compared OMol25 entry of this formula, charge and spin) is 277.5 kJ/mol. The value obtained for the highest occupied orbital energy is -9.09 eV.

[8]
Computed, not measured: 2 unconnected molecules or ions with the total composition C4H5NOS, with ωB97M-V with the def2-TZVPD basis set.

Each line ends with the Löwdin charge.
Positions of all 12 atoms, in Å:
C (3.524, 0.016, 0.105)  -0.9324
C (-0.430, 0.583, -0.008)  -0.2467
C (-2.491, -0.504, -0.134)  -0.1195
C (-1.097, -0.340, -0.501)  -0.1713
N (2.907, 1.003, 0.250)  0.1071
O (0.076, 1.418, 0.613)  0.1593
S (4.373, -1.231, -0.261)  0.7003
H (-2.536, -1.139, 0.752)  0.0771
H (-2.967, 0.357, 0.309)  0.0735
H (-3.249, -0.883, -0.844)  0.0906
H (2.744, 1.608, 1.113)  0.1404
H (-0.854, -0.888, -1.395)  0.1216

For the lowest unoccupied orbital energy, the calculation gives 0.7 eV. As for the SMILES: CC=C=O.N=C=S. The value obtained for the total energy is -18599.6923 eV. Its orbital gap is 9.69 eV. The value obtained for the relative energy (zero: lowest compared OMol25 entry of this formula, charge and spin) is 214.8 kJ/mol. The value obtained for the highest occupied orbital energy is -8.97 eV.

[9]
Computed, not measured: a molecular structure, C4H5NOS, with ωB97M-V with the def2-TZVPD basis set.

Each line ends with the Löwdin charge.
Positions of all 12 atoms, in Å:
C (0.962, -0.931, 0.104)  -0.1892
C (-1.219, -0.526, 0.221)  -0.9763
C (0.123, 0.096, 0.561)  -0.3304
C (0.597, 1.382, -0.216)  -0.0517
N (-0.783, -1.839, 0.078)  0.0922
O (1.896, -1.406, -0.326)  0.2724
S (-2.574, 0.192, -0.086)  0.6977
H (0.295, 0.430, 1.658)  0.1965
H (1.558, 1.723, 0.028)  0.0515
H (-0.256, 2.142, -0.254)  0.0945
H (0.735, 1.175, -1.383)  0.1304
H (-1.334, -2.436, -0.386)  0.0124

For the lowest unoccupied orbital energy, the calculation gives 0.3 eV. The value obtained for the total energy is -18599.1394 eV. Its orbital gap is 8.78 eV. The value obtained for the relative energy (zero: lowest compared OMol25 entry of this formula, charge and spin) is 268.2 kJ/mol. The value obtained for the highest occupied orbital energy is -8.48 eV.

[10]
Computed, not measured: C4H5NOS in the gas phase, with ωB97M-V with the def2-TZVPD basis set.

Each line ends with the Löwdin charge.
Positions of all 12 atoms, in Å:
C (-1.155, 0.435, -0.690)  -0.2976
C (-0.930, -0.725, 0.349)  -0.0269
C (0.116, -0.948, 1.343)  -0.0558
C (1.520, -0.420, 1.185)  -0.3041
H (0.781, 1.461, -3.170)  -0.1556
H (-2.163, 1.092, -0.291)  0.1722
H (-1.771, -1.229, 0.807)  0.0628
H (0.022, -1.773, 2.206)  0.1320
H (2.391, -0.937, 1.826)  0.1325
N (-0.333, 0.617, -1.598)  -0.4606
O (1.903, 0.652, 0.740)  0.0076
S (-0.383, 1.775, -2.705)  0.7935

For the lowest unoccupied orbital energy, the calculation gives -0.5 eV. As for the SMILES: O=C/C=C\C=N\S. The value obtained for the total energy is -18597.7328 eV. Its orbital gap is 8.49 eV. The value obtained for the relative energy (zero: lowest compared OMol25 entry of this formula, charge and spin) is 403.9 kJ/mol. The value obtained for the highest occupied orbital energy is -9.00 eV.

[11]
Computed, not measured: C4H5NOS in the gas phase, with ωB97M-V with the def2-TZVPD basis set.

Each line ends with the Löwdin charge.
Positions of all 12 atoms, in Å:
C (1.170, -1.556, 0.008)  -0.2788
C (0.535, 0.938, -0.040)  -0.1092
C (-0.976, 1.149, 0.005)  -0.1102
C (-1.079, -0.403, -0.031)  -0.8411
H (0.651, -2.526, 0.066)  0.1328
H (1.018, 1.213, 0.901)  0.1271
H (1.080, 1.286, -0.923)  0.1301
H (-1.424, 1.687, -0.835)  0.1124
H (-1.357, 1.653, 0.913)  0.1212
N (0.268, -0.496, -0.015)  -0.0773
O (2.350, -1.442, -0.026)  0.0918
S (-2.236, -1.503, -0.021)  0.7012

For the lowest unoccupied orbital energy, the calculation gives -0.1 eV. As for the SMILES: O=CN1CCC1=S. The value obtained for the total energy is -18601.0342 eV. Its orbital gap is 8.84 eV. The value obtained for the relative energy (zero: lowest compared OMol25 entry of this formula, charge and spin) is 85.4 kJ/mol. The value obtained for the highest occupied orbital energy is -8.93 eV.

[12]
Computed, not measured: C4H5NOS2 in the gas phase, with ωB97M-V with the def2-TZVPD basis set.

Each line ends with the Löwdin charge.
Positions of all 13 atoms, in Å:
C (-1.524, 0.643, 1.050)  -0.7276
C (0.170, -0.956, 0.209)  -0.1443
C (1.146, -0.852, -0.949)  -0.1813
C (-0.069, 1.306, -0.702)  -0.7780
H (-1.843, 1.794, 1.050)  0.0753
H (-0.237, -2.004, 0.201)  0.1340
H (0.899, -0.711, 1.160)  0.1710
H (1.212, -1.779, -1.811)  0.1814
H (2.165, -0.938, -0.523)  0.1043
N (-0.673, 0.298, 0.069)  -0.1671
O (0.946, 0.520, -1.463)  -0.1183
S (-1.838, -0.188, 2.417)  0.6466
S (-0.354, 2.866, -0.708)  0.8042

For the lowest unoccupied orbital energy, the calculation gives -0.6 eV. As for the SMILES: S=CN1CCOC1=S. The value obtained for the total energy is -29434.6035 eV. Its orbital gap is 8.20 eV. The value obtained for the relative energy (zero: lowest compared OMol25 entry of this formula, charge and spin) is 240.3 kJ/mol. The value obtained for the highest occupied orbital energy is -8.77 eV.